Below is a 2-piece molecular cluster, C2H8NO2 overall at a distorted geometry, with properties calculated with wB97M-V/def2-TZVPD.

Each atom is followed by the atoms it is bonded to, with distances in Å.
Cartesian coordinates (Å):
1 N -0.84 -1.74 -1.28  C2 1.482, H4 1.035, H5 0.986
2 C 0.22 -0.76 -0.94  N1 1.482, O3 1.355, H6 1.147, H7 1.137
3 O 0.85 -0.94 0.25  C2 1.355
4 H -1.18 -2.10 -0.37  N1 1.035
5 H -0.58 -2.41 -1.95  N1 0.986
6 H 0.94 -0.78 -1.83  C2 1.147
7 H -0.26 0.27 -0.94  C2 1.137
8 C -0.10 1.63 1.28  O9 1.409, H10 1.116, H11 1.111, H12 1.104
9 O 1.18 1.40 0.74  C8 1.409, H13 1.097
10 H -0.29 2.73 1.34  C8 1.116
11 H -0.92 1.16 0.69  C8 1.111
12 H -0.22 1.22 2.30  C8 1.104
13 H 1.18 0.31 0.72  O9 1.097

Net charge = -1
ΔE to the lowest compared entry with this formula, charge and spin = 17.7 kcal/mol
Gap between HOMO and LUMO = 7.92 eV
E = -7788.418 eV

Results of the Mulliken charge analysis, in e, for atoms 1 through 5: -0.568 -0.115 -0.834 0.208 0.212